Model P:
The following is a quantum chemistry calculation of a cluster of 7 separate species, H14O6S2 in total, from the Open Molecules 2025 dataset.

Computed properties:
2S+1 ... 1
Frontier orbital gap ... 9.51 eV
SMILES ... SS.O.O.O.O.O.O
LUMO ... 0.4 eV

The geometry in XYZ format:
```
22
H14O6S2 ωB97M-V/def2-TZVPD
S 0.66598 -0.84135 -2.73062
S 1.89575 -1.60012 -1.25929
H -0.53703 -1.24301 -2.29627
H 1.44452 -0.76927 -0.29504
H 0.41655 2.67507 3.73336
H -0.74426 1.73565 3.54458
O -0.05933 2.17331 3.06619
H -1.30416 3.60541 1.20297
H -2.70833 3.57437 0.61488
O -1.93677 3.02276 0.77625
H -0.54582 -1.99943 0.09479
H -0.47334 -3.54138 0.24780
O -0.93124 -2.75530 0.54877
H -1.24217 1.37747 -0.01895
H -1.78579 -0.01635 0.25853
O -1.10144 0.44605 -0.23480
H -1.46405 -1.53685 2.30205
H -0.75626 -1.71189 3.64875
O -1.12797 -1.05110 3.06225
H 0.63662 2.51444 0.14252
H 0.92023 1.89194 -1.25748
O 1.19912 2.56575 -0.63213
```

---

Model Q:
The following is a quantum chemistry calculation of a cluster of 7 separate species, H14O6S2 in total, from the Open Molecules 2025 dataset.

Computed properties:
2S+1 ... 1
Frontier orbital gap ... 9.07 eV
SMILES ... SS.O.O.O.O.O.O
LUMO ... 0.2 eV

The geometry in XYZ format:
```
22
H14O6S2 ωB97M-V/def2-TZVPD
S 2.61388 -3.17252 1.64909
S 2.43439 -2.50037 3.61208
H 2.02719 -2.22212 0.92578
H 1.06655 -2.54592 3.62774
H 0.85843 2.57352 -2.34084
H 0.63847 2.08304 -0.84769
O 1.26249 2.41055 -1.50848
H -2.75644 0.90820 -1.17101
H -2.72195 -0.62215 -1.05978
O -2.26118 0.13497 -1.46228
H -1.26848 -0.53909 1.25396
H -0.52395 0.42900 0.62067
O -1.05962 0.37331 1.42181
H -0.33005 -1.86573 -1.03530
H 0.95537 -1.20344 -0.85171
O 0.26000 -1.61891 -0.30191
H -3.67014 2.13675 1.32817
H -2.41595 2.63150 0.70280
O -3.30390 2.34017 0.45347
H 3.19414 -0.19315 -1.10794
H 2.44683 0.69375 -2.08488
O 2.55393 -0.23135 -1.82372
```

---

Relative to the most stable structure, the computed energies are model P 0.000; model Q 0.224, all in eV.

---

Model P:
The following is a quantum chemistry calculation of a structure of composition C3H3N3O, from the Open Molecules 2025 dataset.

Computed properties:
2S+1 ... 1
Frontier orbital gap ... 9.89 eV
LUMO ... -0.2 eV

The geometry in XYZ format:
```
10
C3H3N3O ωB97M-V/def2-TZVPD
O -1.80287 0.04836 -1.20322
C -0.88653 -0.01858 -0.32645
C -0.82902 -0.23859 1.07970
N 0.32946 -0.24463 1.69234
N 1.48440 -0.04655 1.02628
C 1.42893 0.15716 -0.27296
N 0.28244 0.17613 -0.96266
H -0.63104 0.25243 -1.89394
H -1.72039 -0.40363 1.67584
H 2.36097 0.31701 -0.80641
```

---

Model Q:
The following is a quantum chemistry calculation of the molecule C3H3N3O, from the Open Molecules 2025 dataset.

Computed properties:
2S+1 ... 1
Frontier orbital gap ... 8.79 eV
SMILES ... O=c1nncc[nH]1
LUMO ... -0.5 eV

The geometry in XYZ format:
```
10
C3H3N3O ωB97M-V/def2-TZVPD
C -0.94549 1.14773 -0.12566
C 1.37180 -0.44042 0.05017
C 0.18600 -1.02167 0.19928
H 2.30646 -1.02286 0.18205
H -0.01630 -2.10291 0.38824
H -1.87067 -0.63886 0.14220
N 0.45679 1.65327 -0.40054
N 1.45222 0.86230 -0.32176
N -0.98107 -0.25806 0.03308
O -1.95974 1.82147 -0.14706
```

---

Relative to the most stable structure, the computed energies are model P 1.036; model Q 0.000, all in eV.

---

Model P:
The following is a quantum chemistry calculation of the molecule C3H3N3O, from the Open Molecules 2025 dataset.

Computed properties:
2S+1 ... 1
Frontier orbital gap ... 9.98 eV
SMILES ... Oc1cnncn1
LUMO ... 0.1 eV

The geometry in XYZ format:
```
10
C3H3N3O ωB97M-V/def2-TZVPD
O -1.33493 0.44099 -1.55606
C -0.58060 0.13904 -0.50348
C -0.83010 -0.91925 0.38856
N 0.04913 -1.21222 1.33144
N 1.21757 -0.55113 1.39543
C 1.35976 0.46379 0.55376
N 0.47484 0.88709 -0.34202
H -0.85337 1.18985 -1.96244
H -1.74312 -1.50307 0.32251
H 2.24083 1.06490 0.37231
```

---

Model Q:
The following is a quantum chemistry calculation of the molecule C3H3N3O, from the Open Molecules 2025 dataset.

Computed properties:
2S+1 ... 1
Frontier orbital gap ... 8.42 eV
LUMO ... 0.4 eV

The geometry in XYZ format:
```
10
C3H3N3O ωB97M-V/def2-TZVPD
O 2.16160 -2.38177 0.02971
C 1.51969 -1.61677 0.90346
C -1.10982 2.71812 -0.36857
N -0.54035 1.71262 -0.28425
N 0.20811 0.69380 -0.22744
C -0.42960 -0.45664 0.22864
N 0.21902 -1.48225 0.59666
H 1.57968 -2.64924 -0.71107
H -1.59302 3.67227 -0.39055
H -1.52399 -0.47148 0.24569
```

---

Relative to the most stable structure, the computed energies are model P 0.000; model Q 4.099, all in eV.

---

Model P:
The following is a quantum chemistry calculation of the molecule C3H3N3O, from the Open Molecules 2025 dataset.

Computed properties:
2S+1 ... 1
Frontier orbital gap (spin up / spin down) ... 8.29 / 8.29 eV
SMILES ... OC1=C=NN=CN1
LUMO (spin up / spin down) ... -0.5 / -0.5 eV

The geometry in XYZ format:
```
10
C3H3N3O ωB97M-V/def2-TZVPD
O -1.64826 -1.00705 -0.84312
C -0.65704 -0.68644 -0.04256
C -0.65270 -0.42598 1.29298
N -0.08956 0.59433 1.79362
N 0.36009 1.54617 0.78260
C 0.83700 0.96869 -0.24065
N 0.66960 -0.51179 -0.48835
H -1.31212 -1.09325 -1.74875
H 1.06391 -0.90997 0.37174
H 1.47173 1.50342 -0.94174
```

---

Model Q:
The following is a quantum chemistry calculation of a cluster of 2 separate species, C3H3N3O in total, from the Open Molecules 2025 dataset.

Computed properties:
2S+1 ... 1
Frontier orbital gap ... 9.30 eV
SMILES ... N=C=CC=O.N#N
LUMO ... 0.5 eV

The geometry in XYZ format:
```
10
C3H3N3O ωB97M-V/def2-TZVPD
N 1.74785 0.05279 0.57321
C 0.84553 -0.54917 0.10539
N 0.83909 1.72339 -0.93394
N -0.04641 1.25203 -1.40524
O -1.45480 0.70211 1.13600
C -1.36416 -0.37325 0.59046
C -0.34571 -0.75306 -0.41885
H 2.23118 0.91355 0.67591
H -1.97442 -1.23678 0.87494
H -0.61028 -1.28578 -1.31524
```

---

Model R:
The following is a quantum chemistry calculation of the molecule C3H3N3O, from the Open Molecules 2025 dataset.

Computed properties:
2S+1 ... 1
Frontier orbital gap ... 11.07 eV
SMILES ... N#CC(N)(O)C#N
LUMO ... 0.3 eV

The geometry in XYZ format:
```
10
C3H3N3O ωB97M-V/def2-TZVPD
C -1.30413 1.15091 -1.30288
C -0.66638 -1.17135 -1.78943
C -0.89806 -0.13555 -0.71810
N -1.66666 2.14775 -1.72791
N -0.28671 -1.79673 -2.66900
N 0.51929 0.19199 -0.07957
O -1.73990 -0.71571 0.18348
H 1.09671 0.86616 -0.51362
H 0.98609 -0.55042 0.37809
H -1.81794 -0.05581 0.93825
```

---

Model S:
The following is a quantum chemistry calculation of a cluster of 2 separate species, C3H3N3O in total, from the Open Molecules 2025 dataset.

Computed properties:
2S+1 ... 1
Frontier orbital gap ... 9.25 eV
LUMO ... 0.5 eV

The geometry in XYZ format:
```
10
C3H3N3O ωB97M-V/def2-TZVPD
N 0.36735 1.79509 1.44268
C -0.21572 0.87709 0.87050
N -0.60101 -1.52579 0.52509
N 0.28381 -2.21933 0.02086
O 0.84431 0.88577 -2.42847
C 0.86545 -0.12646 -1.92058
C -0.76939 -0.09816 0.18340
H 0.02373 1.99288 2.38426
H 0.85506 -1.70188 -0.66774
H -1.65358 0.12078 -0.41000
```

---

Relative to the most stable structure, the computed energies are model P 3.254; model Q 0.638; model R 0.000; model S 2.019, all in eV.